Here is a structure of composition C58H144InN10O20 from the Open Molecules 2025 dataset. Energies are from ωB97M-V/def2-TZVPD.

Properties
Maximum force (eV/Å): 5.82
Kohn-Sham gap (Eh): 0.0943

```
! RIJCOSX wB97M-V def2-TZVPD def2/J DEFGRID3
* xyz 1 1
In -2.152 -4.418 -1.605
O -3.734 3.475 -1.612
O 1.697 4.007 -2.486
O 1.680 1.659 -0.499
O -1.857 0.414 -3.888
O 4.898 -2.298 -1.116
O 5.460 4.355 -2.820
O 0.873 -3.324 -2.115
O -0.873 -2.929 0.655
O -1.998 2.810 3.018
O 1.665 0.116 -5.911
O -9.205 3.058 -2.319
O 2.947 1.151 6.467
O -1.164 -4.569 2.777
O 3.042 -5.896 3.885
O -1.037 -1.332 5.656
O 2.226 0.132 2.010
O -4.431 -4.851 -3.497
O -1.651 -1.351 -1.537
O -1.051 -5.054 -4.464
O 2.659 6.041 1.251
N 2.406 7.761 4.664
N 0.527 -6.131 -1.256
N 3.753 2.653 -4.395
N 2.518 -1.717 6.649
N 4.707 1.037 0.613
N -2.367 -2.522 -4.156
N -4.510 -2.429 -1.919
N -3.432 5.949 4.200
N 3.376 -2.113 3.839
N -6.772 1.729 -2.821
C 0.443 -1.624 8.055
C -2.047 4.131 3.466
C -5.736 -3.282 -2.039
C 2.520 -6.952 4.708
C 2.791 -4.538 4.270
C -4.547 -5.750 -4.640
C 1.295 -0.136 1.158
C 6.210 -0.717 1.295
C -0.861 2.422 2.323
C 5.542 -1.960 -2.342
C -1.159 1.328 -4.675
C 5.898 3.061 -3.160
C 1.319 -2.331 -3.073
C 0.358 -1.261 5.533
C 3.549 -3.471 3.405
C 4.708 2.070 -3.420
C -7.592 1.339 -1.672
C -2.143 -5.360 4.832
C 5.337 -0.142 0.150
C -3.489 4.557 3.874
C 1.044 -2.001 6.718
C -1.568 -4.163 4.067
C 0.028 0.264 -0.973
C -5.568 -3.955 -3.431
C 0.656 -1.280 1.440
C -4.408 4.510 2.652
C -1.796 -0.492 4.773
C -4.786 2.537 -1.499
C -2.090 -3.043 -5.503
C 2.533 1.879 -4.529
C -2.620 3.322 -0.720
C 3.007 6.920 2.352
C 4.994 4.384 -1.467
C -5.830 2.841 -2.552
C 0.627 6.831 3.297
C -10.212 3.993 -1.981
C -0.369 -1.816 0.548
C 4.294 -1.135 -0.450
C 1.981 -0.922 -6.820
C -8.680 2.335 -1.223
C 2.875 4.640 1.504
C -7.050 -2.461 -1.899
C -0.778 -0.916 -0.753
C -0.898 -4.024 -5.471
C 0.156 5.815 -2.045
C 1.935 -4.172 -1.602
C 5.058 -3.745 3.519
C -1.700 -1.930 -6.461
C 2.815 0.491 -5.148
C 2.602 -6.075 0.065
C 2.922 1.365 5.092
C 0.023 -5.941 -4.485
C 1.298 4.902 -1.528
C 2.097 6.729 3.643
C 1.004 0.655 -0.094
C -1.173 2.689 -3.913
C 3.638 2.690 4.789
C 1.431 -5.245 -0.557
H 1.821 -1.566 -2.481
H -1.827 4.066 -0.791
H 0.005 6.628 -1.335
H -4.059 5.155 1.846
H 6.699 -1.674 1.113
H 2.750 -3.559 -1.216
H 2.049 5.512 -1.025
H 3.718 -1.565 0.370
H -0.065 0.782 -1.917
H 0.303 6.125 2.532
H 0.094 -3.584 -5.373
H 0.388 -6.263 -5.461
H 4.246 1.765 -2.481
H 2.735 -1.653 -6.529
H 1.139 -6.644 -1.874
H 3.695 0.518 -5.790
H -8.163 3.000 -0.531
H -2.874 -0.389 4.897
H -2.321 -3.379 3.986
H -0.752 5.235 -2.210
H 3.478 -1.466 3.070
H -2.154 2.339 -0.796
H -1.369 4.318 4.298
H 1.904 2.488 -5.179
H 3.587 2.847 3.712
H -1.549 -6.271 4.766
H 3.981 0.755 1.256
H -0.579 -1.995 8.124
H 0.379 7.851 3.003
H -4.739 -5.218 -5.572
H 2.816 -6.876 5.754
H 4.090 1.369 -0.115
H 2.370 -4.732 -2.430
H 3.306 0.487 4.573
H -3.004 6.415 3.413
H -10.548 4.457 -2.909
H -1.878 -1.664 -3.948
H 5.933 -2.880 -2.776
H 4.582 5.387 -1.359
H 0.839 4.266 -0.771
H -7.975 0.343 -1.897
H -1.439 0.344 -3.027
H 1.454 -7.069 4.513
H 3.199 3.570 5.258
H -3.931 3.932 4.651
H 7.018 -0.040 1.572
H 4.066 6.733 2.533
H 5.443 -3.636 4.533
H -0.816 3.556 -4.468
H -0.882 -1.325 -6.069
H -5.584 -3.182 -4.200
H -0.757 -3.720 4.645
H -9.845 4.716 -1.253
H 0.430 6.252 -3.006
H 3.296 -3.631 2.357
H 0.913 -5.478 -4.059
H 1.713 -4.391 4.207
H 1.110 -2.098 8.775
H 2.069 1.644 -3.571
H 3.925 4.396 1.670
H -2.209 -5.142 5.898
H -5.390 -6.403 -4.415
H 2.125 -2.685 -3.714
H -1.649 4.800 2.702
H -4.473 -1.843 -1.097
H 0.725 -0.243 5.395
H -7.182 -2.193 -0.851
H -2.938 -3.659 -5.802
H 4.689 2.586 5.057
H 5.651 -0.850 2.222
H -9.381 1.764 -0.614
H -0.533 2.932 1.417
H 4.794 -1.643 -3.069
H -2.923 3.371 0.326
H 2.511 8.665 4.226
H 3.098 -4.347 5.298
H 2.905 7.965 2.060
H 6.112 0.122 -0.570
H -4.532 3.482 2.312
H -5.348 3.182 -3.468
H 3.481 3.590 -4.137
H -1.712 1.459 -5.604
H 1.557 7.875 5.199
H 4.213 3.667 -1.211
H -6.388 3.670 -2.117
H -2.202 2.924 -3.639
H 2.934 -2.303 7.358
H 5.547 -3.105 2.786
H 2.977 -1.948 5.779
H -5.161 2.421 -0.482
H -0.011 6.745 4.176
H -1.781 -0.863 3.748
H -3.293 -2.135 -4.266
H -5.720 -4.124 -1.347
H 2.415 -1.885 4.046
H 2.943 -7.917 4.428
H 1.908 1.377 4.693
H -7.442 2.012 -3.522
H -6.893 1.163 -0.855
H -0.146 0.942 -4.797
H 1.037 -1.410 -7.064
H -6.506 -4.490 -3.580
H 2.369 -0.479 -7.737
H 3.392 -5.371 0.322
H 0.907 -1.948 2.250
H -7.917 -3.104 -2.054
H 5.794 4.377 -0.727
H -1.467 -2.378 -7.427
H 0.870 -3.061 6.538
H 2.047 3.228 -2.048
H -5.416 4.893 2.808
H -0.856 -3.818 2.265
H 2.315 4.285 2.370
H -0.833 -4.467 -6.465
H 3.144 -0.197 -4.370
H -3.139 -5.686 4.531
H 6.596 2.693 -2.408
H 0.029 2.435 2.952
H 3.597 -0.699 -1.166
H 2.530 3.941 0.742
H 0.250 -6.855 -0.609
H -1.346 0.500 4.762
H 0.612 -0.563 8.240
H 0.470 -2.025 -3.684
H 6.361 -1.251 -2.221
H -4.356 6.350 4.123
H -3.621 -6.324 -4.617
H -4.366 1.603 -1.872
H -1.073 1.423 1.942
H 5.170 -4.761 3.139
H 2.393 5.786 4.102
H -4.546 -1.700 -2.618
H 0.877 -4.720 0.221
H -0.213 -6.844 -3.924
H 3.139 -6.843 -0.492
H 2.309 -6.540 1.007
H -0.542 2.632 -3.026
H 0.626 -1.758 4.600
H -7.221 -1.642 -2.598
H -2.460 -1.159 -6.583
H 6.432 3.086 -4.110
H -11.068 3.479 -1.543
H 2.741 0.226 6.623
H 5.140 1.153 -3.822
*
```